The following is a quantum chemistry calculation of a 2-piece molecular cluster, FH3O3P overall, from OMol25.

```
8
FH3O3P (ωB97M-V with the def2-TZVPD basis set)
O 0.8188 1.5704 0.4457
O -0.2022 0.5225 -1.5594
O -1.3166 -1.8484 0.9567
F 1.9864 -0.1998 -0.6068
P 0.5114 0.2050 -0.2319
H 0.4830 1.8418 1.3305
H -0.8931 0.2220 -2.0925
H -1.3876 -2.3134 1.7578
```

## Properties
ΔE to the lowest compared entry with this formula, charge and spin ... 135.5 kcal/mol
HOMO-LUMO gap (spin up / spin down) ... 8.602 / 9.552 eV
Net charge ... +1
E_HOMO (spin up / spin down) ... -17.4 / -16.3 eV
Lowest unoccupied orbital energy (spin up / spin down) ... -8.8 / -6.8 eV

Listed below, in e, are the natural (NBO) charges computed for each atom:
1 O -0.941
2 O -0.950
3 O -0.424
4 F -0.490
5 P 2.210
6 H 0.576
7 H 0.581
8 H 0.438